a:
{"formula": "C2H4Cl2N2", "method": "ωB97M-V/def2-TZVPD", "symbols": ["C", "C", "N", "N", "Cl", "Cl", "H", "H", "H", "H"], "positions_angstrom": [[0.4480, -0.1616, -0.3531], [-0.8797, -0.8342, -0.6010], [0.7517, 2.5716, 0.0987], [1.0877, -0.4179, 0.7723], [-1.2126, -2.1695, 0.5186], [-0.2347, 3.3103, -0.9586], [-1.1512, -1.1614, -1.6157], [-1.6865, 0.0257, -0.3721], [0.8839, -1.0795, 1.5131], [1.9934, -0.0836, 0.9978]], "lumo_ev": [-0.82, -0.77], "homo_ev": [-8.4, -8.3], "orbital_gap_ha": [0.2779, 0.2783]}

***

b:
{"formula": "C2H4Cl2N2", "method": "ωB97M-V/def2-TZVPD", "symbols": ["C", "C", "N", "N", "Cl", "Cl", "H", "H", "H", "H"], "positions_angstrom": [[-0.0137, 0.1753, 1.3866], [0.3211, 0.5851, -0.0348], [-0.0490, -0.9972, -1.6700], [-0.0420, -2.0936, -2.0533], [0.0093, 1.4966, 2.5863], [-0.8259, 1.5150, -0.8995], [0.6784, -0.7028, 1.6792], [-0.9532, -0.4667, 1.4419], [1.4381, 0.6987, -0.1323], [-0.5631, -0.2104, -2.3041]], "lumo_ev": [0.08, -0.08], "homo_ev": [-8.4, -8.6], "orbital_gap_ha": [0.3106, 0.3118]}

***

What should be chosen as the least stable of them? Choose a.

***

a:
{"formula": "C2H4N2O2S", "method": "ωB97M-V/def2-TZVPD", "symbols": ["C", "C", "N", "N", "O", "O", "S", "H", "H", "H", "H"], "positions_angstrom": [[-0.6387, 0.4678, -0.7585], [1.2082, -0.1232, 0.4810], [0.6203, 0.7285, -0.4858], [-1.3954, -0.3557, 0.0306], [-0.3722, -1.3556, 2.4220], [-0.0456, -2.6829, 0.4331], [-0.1366, -1.3642, 0.9920], [-0.9922, 1.0139, -1.6589], [2.2256, -0.5497, 0.1485], [1.3012, 0.4355, 1.4980], [-2.0306, -1.0033, -0.5914]], "lumo_ev": 0.55, "homo_ev": -10.2, "orbital_gap_ha": 0.3947, "smiles": "O=S1(=O)CN=CN1"}

***

b:
{"formula": "C2H4N2O2S", "method": "ωB97M-V/def2-TZVPD", "symbols": ["C", "C", "N", "N", "O", "O", "S", "H", "H", "H", "H"], "positions_angstrom": [[-0.6611, 0.9167, 0.0827], [-1.7889, -1.2530, -0.1468], [-1.0339, -0.3462, 0.2723], [0.5598, 1.1282, -0.2535], [3.3284, 0.7132, 0.4364], [1.8513, -1.3095, 0.1973], [2.4849, -0.1398, -0.3987], [-1.2581, 1.7303, 0.4683], [-1.9716, -2.1332, 0.3342], [-2.4517, -1.3038, -1.0922], [0.9409, 1.9972, 0.0999]], "lumo_ev": -0.08, "homo_ev": -9.6, "orbital_gap_ha": 0.3514}

***

What should be chosen as the least stable of them? Choose b.